(1)
DFT (the ωB97M-V functional and the def2-TZVPD basis) results for C39H41N6O2P2STi as an isolated structure.

Values from the calculation:
orbital gap (alpha / beta)	3.57 / 3.56	eV
highest occupied orbital energy (alpha / beta)	-1.371 / -1.361	eV
E_LUMO (alpha / beta)	2.20 / 2.20	eV
E	-3920.2190	Ha

Geometry as ORCA input:
```
! RIJCOSX wB97M-V def2-TZVPD def2/J DEFGRID3
* xyz -1 1
Ti -2.07709 1.32743 -1.88348
S -1.02189 -0.53945 -3.30217
P 0.78258 -1.56236 -0.18663
P 0.99195 -3.32236 2.33746
O -2.79366 2.84924 -1.04314
O -2.80463 -0.07996 -0.38655
N -0.23848 1.76405 -0.53227
N 0.61574 3.68399 0.77061
N -4.55853 -1.28546 0.30320
N -1.16304 2.41291 -3.22190
N 0.36370 0.13815 -5.47962
N -0.38616 1.92040 -4.26389
C -1.92939 -0.37964 4.39564
C 1.44926 -5.19839 -2.03762
C 4.04486 -4.03897 5.74894
C 2.25512 -3.56123 3.65097
C -2.38611 -1.36191 3.53042
C 1.85538 -2.13739 1.22518
C -4.45715 -0.53811 -2.04614
C 4.38744 -3.17009 4.72423
C -3.40820 5.05553 -0.50443
C -4.02965 0.74469 -2.75546
C -3.89798 -0.58737 -0.65985
C 1.67404 -3.97964 -1.41972
C 3.49841 -2.93015 3.68573
C 0.60762 -3.14944 -1.07919
C 2.11148 -0.71007 -1.11737
C 3.79201 1.03232 -1.14715
C -3.27570 6.42926 -0.65332
C -1.49374 -2.23774 2.93136
C -2.68791 4.15544 -1.28771
C 2.82584 0.30186 -0.47536
C -1.06470 3.77640 -3.16637
C 1.41754 3.41681 1.94710
C -0.91653 -4.78239 -1.99699
C 2.81167 -4.67823 5.72377
C -0.31437 0.64140 -4.36450
C 1.93329 -4.44867 4.67875
C -1.80357 4.61229 -2.31547
C 0.77746 4.96128 0.08826
C 0.15085 -5.60187 -2.32466
C 2.38288 -0.96228 -2.45876
C -2.39232 6.90436 -1.63027
C -0.12946 -2.15105 3.20154
C 0.15946 2.65819 0.07792
C -1.69024 6.02964 -2.42669
C -0.57197 -0.28464 4.67052
C -0.68659 -3.56123 -1.37807
C 0.31857 -1.16730 4.08141
C 4.05895 0.76710 -2.48236
C 3.35071 -0.23116 -3.13300
H 4.73667 -4.22336 6.56082
H 2.60872 0.54784 0.55796
H 3.53644 -0.43606 -4.17993
H 4.80365 1.34490 -3.01483
H -2.62788 0.30728 4.85554
H 1.28455 4.22905 2.66301
H 2.28577 -5.83406 -2.30062
H 2.77644 -2.59605 0.85382
H -3.84179 7.11203 -0.03224
H 0.97955 -4.96403 4.65804
H -1.85765 -2.99995 2.25244
H -5.53466 -0.76542 -2.00613
H -2.26320 7.97144 -1.77628
H -5.52846 -1.50795 0.16540
H 1.81567 -1.71887 -2.98448
H 1.37453 -1.09167 4.31578
H 0.09193 5.00511 -0.75781
H -1.51619 -2.90534 -1.13901
H 4.32587 1.82163 -0.63158
H 2.48407 3.33574 1.70435
H 2.68966 -3.66133 -1.21169
H -0.20634 0.47470 5.35045
H 1.80585 5.08857 -0.26594
H -0.39079 4.22012 -3.89090
H -1.92868 -5.08425 -2.23325
H -4.02637 0.56559 -3.83326
H 1.01189 0.81565 -5.85699
H 2.12253 -1.23839 1.78900
H 0.77874 -0.76563 -5.31279
H -4.74265 1.54695 -2.53332
H -3.44742 -1.45477 3.33747
H -4.22541 -1.15837 1.24492
H 5.34914 -2.67232 4.73182
H 2.53839 -5.36428 6.51554
H -1.02449 6.42202 -3.19004
H -0.02472 -6.55254 -2.81301
H 1.08602 2.48876 2.40987
H -3.98154 -1.39807 -2.54152
H 0.52675 5.76516 0.78128
H -4.06387 4.63241 0.24827
H 3.78156 -2.24641 2.89695
*
```

---

(2)
DFT (the ωB97M-V functional and the def2-TZVPD basis) results for C39H42F11N9O3Pt as an isolated structure.

Values from the calculation:
orbital gap	6.39	eV
highest occupied orbital energy	-11.646	eV
E_LUMO	-5.26	eV
E	-3447.0894	Ha

Geometry as ORCA input:
```
! RIJCOSX wB97M-V def2-TZVPD def2/J DEFGRID3
* xyz 2 1
Pt -2.12618 -0.32867 0.79848
F -2.87930 -3.66633 1.45915
F -4.90991 -2.35974 6.28808
F -1.85093 -0.70888 3.93209
F -1.17662 -0.17579 6.34870
F -3.04256 -5.51336 3.35019
F -4.55038 -0.45525 4.46198
F -1.28267 4.42214 5.45507
F -1.84070 3.96167 2.95926
F -0.88336 2.39385 7.23646
F -4.11260 -4.92026 5.78039
F 3.10569 3.37424 -1.69077
O -0.75936 0.52770 -0.63571
O -2.13167 -3.09102 -2.30579
O -2.26408 -1.93158 -0.42959
N 4.38056 2.27837 -3.98499
N -0.20895 -0.57561 1.68883
N -2.23556 1.37150 1.89183
N -3.67451 -0.99013 1.89751
N 1.11597 -1.29720 -3.78292
N -3.70037 0.52289 -0.28953
N 0.47038 -2.45044 2.92748
N 5.56707 3.29120 -6.01835
N 1.49929 -0.42677 3.26841
C -3.99126 -3.98065 4.85650
C -3.74148 0.20725 -1.74246
C 0.08709 -1.88508 -3.15914
C -1.36568 0.85217 5.52066
C -0.57116 -1.37154 -2.07054
C -3.44394 -4.27207 3.62482
C 0.84036 -2.58435 -5.95280
C 1.72759 -1.94747 -4.93124
C 0.11231 -3.48228 1.96672
C 2.60858 2.25504 -2.25253
C -0.18535 -0.11330 -1.56716
C -3.33640 -3.29621 2.64961
C -1.73379 -2.20025 -1.58298
C 1.56922 -1.31836 -6.28611
C -1.22309 2.14145 5.97809
C 0.54959 -1.14692 2.60809
C 5.81616 4.08185 -4.76496
C 5.91399 1.83367 -5.81114
C -3.73882 -1.98136 2.85516
C 1.61661 -0.10081 -3.28713
C 0.72110 -2.93648 4.27868
C -1.92619 1.58619 3.23627
C 0.97932 0.49686 -2.19470
C 2.73638 0.50846 -3.86632
C 1.49156 1.02542 3.32582
C -1.71898 0.59044 4.21036
C -4.98477 0.12936 0.31005
C 3.26021 1.68912 -3.36710
C -4.25658 -1.72026 4.13165
C 2.80669 -1.01195 3.54993
C -4.79001 -0.08424 1.78451
C 1.50147 1.69492 -1.69297
C -4.41111 -2.68605 5.10184
C 5.51539 1.45750 -4.38103
C -1.43649 3.15794 5.07673
C -1.76623 2.88475 3.76115
C 4.77841 3.66045 -3.71498
C -3.38579 1.96609 -0.16904
C -3.06359 2.39116 1.22633
H 5.36512 1.26756 -6.56010
H -5.73950 0.87768 0.05444
H 2.40775 -1.36830 -6.96750
H 5.27069 0.40124 -4.33636
H -2.51111 2.12373 -0.79996
H -0.12853 -3.03985 1.00404
H -5.68967 -0.56292 2.17001
H 1.62645 -3.54615 4.33060
H 1.18116 -3.51240 -6.38748
H -0.73826 -4.05323 2.31543
H -3.97935 -0.83981 -1.88920
H -4.21394 2.54501 -0.58477
H -2.78524 0.44964 -2.19762
H -3.98085 2.58710 1.79310
H -2.55520 3.34474 1.12483
H 1.84899 1.34136 4.30692
H 6.35796 1.61297 -3.69838
H -5.25021 -0.82631 -0.13745
H -0.22978 -2.51644 -5.81238
H 0.80182 -2.10606 4.97403
H 5.74578 5.14156 -4.99452
H 3.90286 4.30236 -3.78316
H 3.57453 -0.44266 3.02036
H 6.08900 3.67477 -6.80569
H -0.12541 -3.55415 4.58360
H 2.66307 -2.43798 -4.69295
H 2.15716 1.45979 2.57051
H -4.65959 0.84344 2.33904
H 0.49052 1.41712 3.19295
H 1.03518 2.16833 -0.83824
H 6.83616 3.86048 -4.45943
H 6.98175 1.71803 -5.98446
H 0.16424 0.32641 1.42164
H 2.84834 -2.04183 3.20972
H -0.25367 -2.82951 -3.56110
H -4.52138 0.81814 -2.19991
H 4.57474 3.35752 -6.24746
H 0.97890 -0.41290 -6.34111
H 3.17905 0.05609 -4.74197
H 5.22141 3.80283 -2.72688
H 0.95536 -4.17006 1.85503
H 3.03308 -0.98038 4.61695
*
```

---

(3)
DFT (the ωB97M-V functional and the def2-TZVPD basis) results for a 4-piece molecular cluster, C39H42F3O6P overall at a distorted geometry.

Values from the calculation:
orbital gap	8.02	eV
structure (SMILES)	CCOP(=O)(CCCc1ccc(CCC(F)=C(F)F)c2c1C(=O)C(O)=CC2=O)OCC.c1ccccc1.c1ccccc1.c1ccccc1
highest occupied orbital energy	-9.081	eV
E_LUMO	-1.07	eV
E	-2603.7335	Ha

Geometry as ORCA input:
```
! RIJCOSX wB97M-V def2-TZVPD def2/J DEFGRID3
* xyz 0 1
P -5.34625 -2.22345 0.51843
F 2.10213 -2.99035 0.64523
F 1.22669 -4.82557 -0.12073
F 2.53389 -4.45778 -2.47495
O -6.58558 -1.98722 1.26566
O -0.71640 4.34012 -1.34720
O 2.24594 0.91746 -2.45015
O -0.99389 2.56642 0.78379
O -5.45289 -3.51644 -0.43451
O -4.10488 -2.56555 1.45857
C 2.29073 -3.41778 -1.65278
C -4.92984 -0.83823 -0.56080
C -4.35531 0.38855 0.15122
C 0.66934 2.62219 -2.22785
C -2.06584 3.16997 6.74545
C 3.07924 5.58474 -0.71545
C 5.60131 -2.28116 -0.28106
C 7.69323 -2.20887 -1.46260
C 5.83377 5.41757 -1.02234
C -0.70347 3.92248 4.91277
C -6.54615 -4.77098 -2.15530
C -1.28765 2.97300 4.08519
C 1.18540 -1.65229 -2.99776
C 6.66877 -0.16946 -0.70570
C 2.44552 -2.04504 -2.17071
C -3.87155 -3.94672 1.80981
C 1.12211 1.22680 -2.14463
C 0.10877 0.25041 -1.63812
C -0.85812 -1.93460 -1.59140
C -0.86304 0.71565 -0.72533
C 5.04438 4.29389 -1.22319
C -2.64886 2.21836 5.92042
C 5.61368 -0.89709 -0.17375
C -1.81602 -1.47386 -0.69615
C 7.70800 -0.82522 -1.35123
C 6.64147 -2.93734 -0.92424
C -1.86676 -0.14979 -0.24146
C 3.86990 6.70683 -0.50813
C -2.88654 -4.64379 0.89614
C 1.88504 -3.72204 -0.42715
C 0.14280 -1.08135 -2.07472
C 3.66740 4.37911 -1.07191
C -1.09448 4.02368 6.24087
C -2.93505 0.28909 0.73039
C -0.24601 3.07062 -1.37163
C 5.24671 6.62341 -0.66331
C -2.26181 2.12254 4.59070
C -0.75236 2.14426 -0.31354
C -6.40340 -3.41171 -1.50743
H 6.90735 5.35399 -1.14522
H 5.50042 3.35146 -1.49883
H -4.79746 -4.51115 1.87898
H -4.33477 -1.15775 -1.41381
H 4.77799 -2.84520 0.13790
H 6.68073 0.90942 -0.61718
H -0.90576 -2.96880 -1.90089
H 0.77125 -2.57816 -3.39167
H -0.98584 2.89435 3.05028
H 3.34256 -1.96129 -2.77840
H -2.56487 -2.16093 -0.34089
H -3.40540 1.55144 6.31394
H -3.37233 -4.96230 -0.02230
H 8.53033 -0.25785 -1.76777
H -4.40193 1.26624 -0.49027
H -2.69600 1.25863 1.13990
H -2.91447 -0.39115 1.57963
H -5.02027 0.58938 0.99098
H 6.63188 -4.01669 -1.00643
H -7.17960 -5.43566 -1.57896
H 1.44748 -0.99305 -3.81468
H -3.45158 -3.92146 2.81129
H 2.51135 -1.36871 -1.32688
H -6.03603 -2.72209 -2.26708
H 8.50219 -2.71967 -1.96881
H -0.83417 4.61211 -2.26354
H -2.06752 -3.98254 0.62699
H -0.64193 4.76799 6.88369
H 1.11487 3.25249 -2.98329
H 3.05226 3.50292 -1.23007
H -2.45407 -5.51716 1.37595
H 4.80029 -0.38519 0.32529
H -2.36829 3.24639 7.78202
H 5.86298 7.49884 -0.50399
H -2.72014 1.38240 3.94623
H -7.35902 -3.05224 -1.13260
H 2.00414 5.64856 -0.59789
H -5.89526 -0.54947 -0.97408
H -6.96896 -4.63491 -3.14861
H 0.05776 4.58486 4.52077
H 3.41293 7.64639 -0.22523
H -5.56713 -5.21792 -2.30188
*
```

---

(4)
DFT (the ωB97M-V functional and the def2-TZVPD basis) results for C39H43As2ClMnSi2 as an isolated structure at a distorted geometry.

Values from the calculation:
orbital gap (alpha / beta)	4.30 / 5.70	eV
highest occupied orbital energy (alpha / beta)	-4.503 / -5.893	eV
E_LUMO (alpha / beta)	-0.21 / -0.19	eV
E	-8173.2436	Ha

Geometry as ORCA input:
```
! RIJCOSX wB97M-V def2-TZVPD def2/J DEFGRID3
* xyz 0 6
As 2.00601 0.37767 2.97786
As -0.77364 0.54889 5.05162
Mn 0.02773 -0.16131 1.73570
Cl 3.14239 -0.69839 -1.29064
Si -0.68624 -0.83920 -3.66744
Si 1.38692 0.66415 -1.18514
C -2.13549 2.62875 -5.46675
C -1.18872 1.98522 -1.08973
C -0.50520 -3.24779 -1.49648
C -2.05345 0.46726 6.49746
C 0.31147 2.70922 -5.40531
C -0.73619 -1.68597 2.98599
C 1.98546 -0.49043 4.77768
C 0.32417 1.49633 -4.72001
C -2.12588 1.43294 -4.75909
C 0.15870 2.14312 -1.42260
C 0.19997 -2.00526 -4.78484
C 1.22163 -4.17924 -4.96872
C -0.88459 0.87281 -4.43309
C -0.07185 -0.80439 -1.83693
C -2.02918 -0.89991 1.24405
C 0.29378 -2.10941 -1.37719
C -2.24240 -2.04180 -2.63540
C 3.05551 -1.27448 5.18819
C -0.86538 2.42880 4.54177
C -0.91583 3.25900 -5.75961
C -2.04811 0.07694 2.27793
C 1.98313 -1.63869 7.34825
C 0.52172 -4.37192 -6.16904
C 3.83830 -0.05058 2.40713
C 1.15701 -2.93301 -4.33676
C -1.62126 -0.82192 -2.11138
C -0.36819 4.43325 -2.07901
C 0.88214 -0.31082 5.65509
C -0.19536 -3.31722 -6.76871
C -1.21012 -1.98519 1.68142
C -1.60327 -0.59765 3.54185
C -1.72892 4.15464 -1.93557
C -2.15276 2.93158 -1.40799
C 3.05111 -1.84169 6.47621
C -0.35692 -2.11021 -6.07922
C 0.88835 -0.87105 6.93800
C -1.75105 -3.24374 -2.11108
C 0.56592 3.42461 -1.83330
C 2.39072 2.23440 3.54647
H -1.51268 0.43755 7.44949
H -2.25352 0.00892 -1.84771
H 1.26693 1.03137 -4.42658
H -3.21600 2.68775 -1.25435
H 2.36219 1.71067 -0.75843
H 4.52560 0.05307 3.25391
H -2.41091 -0.94124 4.21036
H -0.08363 -2.29455 3.60111
H -1.17042 2.97024 5.44671
H -2.46843 4.89508 -2.21058
H -0.97988 -2.87497 1.11786
H -0.03769 5.41479 -2.43753
H 0.11086 2.78111 4.19925
H -2.66730 1.37634 6.45705
H 1.30922 -2.23679 -0.98189
H 1.25777 3.19582 -5.64346
H 0.04642 -0.73943 7.61278
H -2.53724 -0.82666 0.29359
H 1.76863 2.92970 2.97097
H -0.93027 4.21019 -6.27506
H 1.62371 3.62850 -1.99527
H -0.65948 -3.44282 -7.75043
H 1.98959 -2.07881 8.34622
H 1.78881 -2.68868 -3.48177
H -2.56194 1.03161 2.26332
H 1.80206 -4.98782 -4.52350
H -1.56962 1.07666 -0.62188
H -3.07912 3.06947 -5.79291
H -3.04134 0.90689 -4.47940
H -2.67456 -0.42692 6.36044
H -0.11027 -4.20319 -1.12629
H 2.18236 2.33124 4.61611
H -1.62367 2.55440 3.75818
H 3.89540 -2.45061 6.78757
H 0.54238 -5.35660 -6.64415
H 1.03189 0.29090 0.29211
H -3.10326 -1.99450 -3.32129
H 3.87464 -1.04086 1.93864
H 3.88396 -1.45143 4.50890
H -0.94354 -1.27953 -6.48117
H 3.45562 2.41739 3.35599
H -2.33689 -4.16615 -2.22809
H 4.11149 0.73357 1.69951
*
```

---

(5)
DFT (the ωB97M-V functional and the def2-TZVPD basis) results for C39H43As2ClSi2Sn as an isolated structure at a distorted geometry.

Values from the calculation:
orbital gap (alpha / beta)	4.66 / 4.97	eV
highest occupied orbital energy (alpha / beta)	-13.072 / -13.055	eV
E_LUMO (alpha / beta)	-8.41 / -8.09	eV
E	-7236.1445	Ha

Geometry as ORCA input:
```
! RIJCOSX wB97M-V def2-TZVPD def2/J DEFGRID3
* xyz 2 1
Sn 0.61106 -2.62603 0.66688
As 0.55411 1.44248 3.01500
As 1.74244 -1.66837 3.38461
Cl 2.49668 -4.10126 0.31346
Si 0.16195 -1.23534 -2.92813
Si 0.80057 2.23112 -0.52339
C 1.66837 -3.50127 4.07328
C -1.72965 5.22556 -3.05599
C -0.83931 -3.41408 -6.36103
C -0.28527 0.28980 -4.00906
C 1.35366 -1.84972 -1.66584
C -0.05579 -2.44062 -1.50457
C -1.83524 1.97891 -4.78606
C -2.45005 -0.95262 4.08870
C -2.69751 -1.47397 1.86087
C -1.07640 -1.35812 -1.51330
C 0.50054 0.41686 -0.96381
C -2.05617 -2.30584 3.91214
C 0.98806 -0.73002 4.97951
C 0.38703 4.13152 -2.59654
C -1.59414 3.50417 -1.35309
C 0.42002 1.92435 -5.65395
C -2.34489 4.43121 -2.08339
C -0.81090 -2.47856 -5.32030
C 1.99572 2.71081 3.41948
C -0.36376 5.06566 -3.31603
C -0.97223 2.64110 3.32854
C 1.45139 -0.40825 -1.67397
C -2.83925 -0.43302 2.82014
C 1.23348 -4.36008 -5.54892
C -1.54821 0.88192 -3.96770
C -0.21539 3.36723 -1.58523
C 3.63798 -1.30881 3.71147
C 0.45367 -0.64074 7.33476
C 1.26309 -3.41850 -4.51067
C 0.06240 1.30366 5.93830
C -0.85983 2.48904 -5.64359
C 0.23327 -2.47753 -4.39110
C -2.20465 -2.63004 2.53049
C 0.18121 -4.36572 -6.47041
C 0.02232 0.67744 7.19485
C 0.70626 0.83071 -4.82975
C -0.75822 -0.14595 -0.80050
C 0.94463 -1.34720 6.22530
C 0.52287 0.59616 4.83188
H -3.19791 0.57489 2.61962
H 3.75459 -0.24444 3.94375
H -1.51811 0.35568 -0.19825
H -2.81940 2.44597 -4.73341
H 0.41804 -1.13303 8.30817
H -2.32326 0.50319 -3.29635
H -1.97857 -3.59267 2.07085
H -3.41372 4.53978 -1.88813
H -2.11918 -1.63475 -1.68699
H 1.19957 2.33911 -6.29424
H 2.75080 2.18682 4.01651
H 1.44814 3.99331 -2.81507
H -1.77837 2.06855 3.80001
H 0.11275 5.66855 -4.09296
H -1.61241 -1.73940 -5.24341
H 1.71022 0.39765 -4.83917
H 0.15453 -5.10547 -7.27156
H -0.35131 1.23241 8.05666
H -2.93535 -1.40282 0.80098
H -1.09135 3.34510 -6.28171
H -0.64214 3.46755 3.96733
H 1.28582 -2.37590 6.34558
H 2.13709 2.64333 -0.46550
H -1.72425 -2.98015 4.69843
H 1.89831 -4.16398 3.23090
H -0.27035 2.33622 5.83613
H 2.09819 -3.42587 -3.80635
H 2.03746 -5.09303 -5.63692
H 2.38724 0.04932 -1.99645
H -1.65599 -3.39326 -7.08236
H 0.66297 -3.70426 4.45795
H 0.22108 2.38359 0.83891
H -2.31320 5.96226 -3.61179
H 2.19316 -2.49064 -1.92026
H -2.46356 -0.41462 5.03381
H -0.29131 -3.46241 -1.80973
H -2.08100 2.88984 -0.59183
H 2.41357 3.02769 2.45634
H 3.97403 -1.93952 4.54228
H 4.16380 -1.56399 2.78289
H -1.29646 3.01353 2.35138
H 2.42501 -3.59144 4.86099
H 1.57492 3.55922 3.96958
*
```